1.
{"formula": "C30H21F10N4OPtSSe", "method": "ωB97M-V with the def2-TZVPD basis set", "elements": ["Pt", "Se", "S", "F", "F", "F", "F", "F", "F", "F", "F", "F", "F", "O", "N", "N", "N", "N", "C", "C", "C", "C", "C", "C", "C", "C", "C", "C", "C", "C", "C", "C", "C", "C", "C", "C", "C", "C", "C", "C", "C", "C", "C", "C", "C", "C", "C", "C", "H", "H", "H", "H", "H", "H", "H", "H", "H", "H", "H", "H", "H", "H", "H", "H", "H", "H", "H", "H", "H"], "coordinates": [[-0.227112, 1.880925, 0.233874], [0.167563, 2.818247, -1.983288], [0.704388, -2.636944, 1.229771], [-5.065974, 5.225982, -3.242007], [6.213289, 1.180906, -2.538901], [-3.405902, 6.275538, -1.365727], [-5.401812, 2.534511, -3.404728], [4.169535, 2.698350, 1.405961], [-4.097994, 0.899744, -1.720593], [3.877859, -0.021226, -3.281238], [6.316086, 2.500743, -0.145645], [1.748162, 0.028420, -1.685464], [-2.080548, 4.642224, 0.329539], [-0.484156, -2.382283, 2.098300], [-1.652114, 1.379962, -3.880987], [-2.269224, 1.854336, 0.166298], [-0.558592, 1.596796, 2.258714], [1.711392, 1.378692, 0.721609], [0.585142, 0.815392, 2.779887], [2.829096, 1.372138, -0.056794], [-2.890827, 4.098650, -0.589745], [4.057365, 1.965856, 0.274466], [0.052313, -6.623829, 1.297073], [-3.009949, 2.707348, -0.655264], [-0.609537, 2.920106, 2.911756], [-0.653686, -1.801687, -3.024261], [2.422009, -6.290220, 1.017190], [-3.559434, 4.945870, -1.448031], [-3.888238, 2.215439, -1.615887], [5.129603, 1.247079, -1.746139], [-4.573490, 3.046745, -2.487580], [0.947363, -4.412164, 1.189919], [-4.404460, 4.413366, -2.407144], [0.144801, -2.428030, -0.461248], [-2.867678, 1.658170, 1.478661], [2.230508, -4.913902, 1.052369], [5.179840, 1.896231, -0.532234], [0.393954, -2.691351, -2.822813], [2.832851, 0.702588, -1.299657], [-1.307796, -1.237234, -1.939954], [-0.957325, 1.906991, -3.121305], [0.803692, -3.006697, -1.536597], [-1.869749, 0.922288, 2.360821], [-0.146562, -5.253839, 1.323198], [3.935418, 0.653538, -2.124185], [1.334176, -7.141016, 1.137836], [1.874735, 1.352872, 2.166909], [-0.906815, -1.545626, -0.649493], [3.070615, -4.233710, 0.974656], [-3.781970, 1.049628, 1.419738], [0.422046, -0.221702, 2.495145], [0.614433, 0.875299, 3.875631], [-2.106792, -0.528997, -2.099898], [-3.167644, 2.602030, 1.966333], [2.108966, 2.331464, 2.605418], [-0.822546, 2.795021, 3.981087], [-1.130972, -4.821694, 1.453487], [2.693617, 0.682985, 2.458826], [-0.952659, -1.519290, -4.025040], [3.419860, -6.693766, 0.903727], [-1.377498, 3.531577, 2.449395], [-1.397462, -1.089821, 0.198766], [-2.205135, 0.898117, 3.405730], [0.909000, -3.129265, -3.668545], [0.344489, 3.423363, 2.788814], [-1.731905, -0.102905, 2.017168], [1.628393, -3.691270, -1.380430], [-0.791884, -7.293906, 1.397818], [1.482870, -8.213155, 1.114961]], "atomic_forces_ev_per_a": [[-0.2, -0.1, 0.0], [0.1, 0.0, 0.0], [0.0, 0.0, 0.0], [0.0, 0.0, 0.0], [0.0, 0.0, 0.0], [0.0, 0.0, 0.0], [0.0, 0.0, 0.0], [0.0, 0.0, 0.0], [0.0, 0.0, 0.0], [0.0, 0.0, 0.0], [0.0, 0.0, 0.0], [0.0, 0.0, 0.0], [0.0, 0.1, 0.0], [0.0, 0.0, 0.0], [0.0, 0.0, 0.0], [-0.1, 0.1, -0.2], [0.1, 0.1, 0.1], [0.0, 0.0, 0.1], [0.0, 0.0, 0.0], [0.0, 0.0, -0.1], [0.0, 0.0, 0.0], [0.0, 0.0, 0.0], [0.0, 0.0, 0.0], [0.1, 0.0, 0.1], [0.0, 0.0, 0.0], [0.0, 0.0, 0.0], [0.0, 0.0, 0.0], [0.0, 0.0, -0.1], [-0.1, 0.1, -0.1], [0.0, 0.0, 0.0], [0.0, -0.1, 0.1], [0.0, 0.0, 0.0], [0.0, 0.1, 0.0], [-0.1, 0.1, 0.0], [0.0, -0.1, 0.1], [0.0, 0.0, 0.0], [0.0, 0.0, 0.0], [0.0, 0.0, 0.0], [0.0, 0.0, 0.0], [0.0, 0.0, -0.1], [0.0, 0.0, 0.0], [0.0, 0.0, 0.0], [-0.1, -0.1, 0.0], [0.0, 0.0, 0.0], [0.0, 0.0, 0.0], [0.0, 0.0, 0.0], [0.0, 0.0, 0.0], [0.0, 0.0, 0.0], [0.0, 0.0, 0.0], [0.0, 0.0, 0.0], [0.0, 0.0, 0.0], [0.0, 0.0, 0.0], [0.0, 0.0, 0.0], [0.0, 0.0, 0.0], [0.0, 0.0, 0.0], [0.0, 0.0, 0.0], [0.0, 0.0, 0.0], [0.0, 0.0, 0.0], [0.0, 0.0, 0.0], [0.0, 0.0, 0.0], [0.0, 0.0, 0.0], [0.0, 0.0, 0.0], [0.0, 0.0, 0.0], [0.0, 0.0, 0.0], [0.0, 0.0, 0.0], [0.0, 0.0, 0.0], [0.0, 0.0, 0.0], [0.0, 0.0, 0.0], [0.0, 0.0, 0.0]], "mulliken_charge": [0.3955, -0.2947, 0.5249, -0.3358, -0.3360, -0.3271, -0.3284, -0.3482, -0.4233, -0.3177, -0.3272, 0.1578, -0.3314, -0.6954, -0.6435, 0.6180, 0.3582, 0.6040, -0.4785, -0.5053, 0.4634, 0.5000, -0.6721, -1.1643, -0.8676, -0.6628, -0.6824, 0.2007, -0.0234, 0.7552, 0.4652, 0.0903, 0.6301, 0.9728, -0.6796, -0.1333, 0.0054, -0.6078, -0.0800, -0.5087, 0.3589, -0.6816, -0.5168, -0.3022, -0.2524, -0.3463, -0.5945, -0.7109, 0.4616, 0.4170, -0.1316, 0.3130, 0.6211, 0.4403, 0.2811, 0.3084, 0.4328, 0.5225, 0.4230, 0.3759, 0.2376, 0.3325, 0.3503, 0.3673, 0.1814, -0.0022, 0.4098, 0.3677, 0.3691], "homo_energy_ev": -4.3070, "charge": -1, "total_energy_ha": -5367.67315, "relative_energy_kcal_mol": 0.0}

2.
{"formula": "C30H21N2O6", "method": "ωB97M-V with the def2-TZVPD basis set", "elements": ["O", "O", "O", "O", "O", "O", "N", "N", "C", "C", "C", "C", "C", "C", "C", "C", "C", "C", "C", "C", "C", "C", "C", "C", "C", "C", "C", "C", "C", "C", "C", "C", "C", "C", "C", "C", "C", "C", "H", "H", "H", "H", "H", "H", "H", "H", "H", "H", "H", "H", "H", "H", "H", "H", "H", "H", "H", "H", "H"], "coordinates": [[-4.663188, 4.324945, -4.792506], [0.911415, -0.780314, -0.921689], [0.331887, -6.846670, 4.038685], [1.134168, 0.078957, -3.152700], [-1.735763, 4.638107, -0.338247], [3.587059, -2.950828, 2.385026], [3.648790, 1.433755, -1.235123], [3.912027, 0.073775, -1.280146], [3.279068, -5.479330, 6.687030], [2.987235, -4.417927, 4.118262], [0.476478, -4.133770, -0.158774], [-0.141253, -5.783178, 1.496643], [2.124474, -5.421169, 4.557071], [2.129265, 1.529080, -0.996872], [-3.287228, 6.866235, -1.001632], [-3.240633, 5.708441, -1.789463], [-0.341353, -5.186503, 0.250999], [-3.098662, 3.285613, -3.382712], [1.371273, 0.235384, -1.700505], [2.821227, -3.823743, 2.777090], [0.882795, -5.325711, 2.336141], [4.154220, -4.489871, 6.239867], [-3.989299, 5.633819, -2.963062], [-2.313685, 3.379248, -2.234159], [-3.970652, 4.407819, -3.785655], [4.010565, -3.957887, 4.957603], [-3.049417, 2.128188, -4.170526], [-1.455438, 2.328835, -1.887002], [-1.394798, 1.183810, -2.682935], [-2.198119, 1.079920, -3.818227], [-2.384382, 4.578990, -1.376511], [-4.067546, 7.952082, -1.401487], [2.267484, -5.949424, 5.846776], [1.715969, -4.289606, 1.916093], [-4.767334, 6.727438, -3.364935], [1.061096, -5.934076, 3.670373], [1.508461, -3.688285, 0.668766], [-4.801079, 7.885890, -2.585727], [4.236382, -0.246210, -2.219982], [-0.829202, 2.400757, -0.999279], [-2.713382, 6.927015, -0.078383], [-1.139813, -5.539842, -0.397796], [1.991280, 1.391055, 0.175812], [2.146244, -2.869404, 0.340038], [0.312433, -3.660336, -1.124243], [-5.345495, 6.682740, -4.286531], [-2.157678, 0.183739, -4.433489], [-5.401767, 8.735832, -2.902342], [4.532703, -0.249149, -0.505720], [-3.669471, 2.042327, -5.061143], [3.385039, -5.887208, 7.689965], [-0.787056, -6.600757, 1.812146], [1.590382, -6.724417, 6.202477], [1.693178, 2.567378, -1.327304], [4.694497, -3.182181, 4.617160], [-4.099329, 8.851639, -0.790583], [3.921082, 1.931534, -2.112754], [4.946822, -4.128615, 6.891550], [-0.721975, 0.372066, -2.415425]], "atomic_forces_ev_per_a": [[0.1, 0.3, 0.4], [2.2, 5.3, -2.8], [0.4, 0.4, 0.0], [2.0, 1.9, 6.8], [-0.4, 0.2, -0.5], [-0.4, -0.6, 0.4], [-2.1, 1.7, -0.3], [1.9, -2.0, -0.6], [-0.3, -0.1, -0.3], [0.3, -0.1, 0.7], [0.1, 0.0, 0.1], [-0.1, 0.1, -0.2], [0.4, 0.0, 0.7], [-0.3, -0.4, 0.5], [-0.2, 0.3, -0.1], [-0.3, 0.7, 0.1], [0.2, 0.0, 0.4], [-0.1, -0.2, -0.3], [-2.7, -5.0, -2.6], [0.8, 1.2, -0.9], [-0.3, -0.1, -0.3], [-0.1, 0.1, -0.4], [-0.2, 0.8, 0.2], [0.4, -0.4, 0.0], [-0.4, -0.7, -1.0], [0.0, -0.1, 0.3], [0.2, -0.3, 0.0], [-0.1, -0.1, -0.2], [-0.3, 0.0, 0.3], [-0.3, 0.5, 0.0], [0.9, -0.4, 1.1], [0.2, -0.3, 0.0], [0.3, 0.1, 0.2], [-0.3, 0.1, -0.6], [0.0, 0.3, 0.2], [-1.0, -0.9, 0.0], [0.0, 0.0, -0.1], [0.1, -0.4, -0.1], [-0.5, 0.2, 1.4], [-0.2, 0.1, -0.2], [-0.1, -0.2, -0.3], [0.1, 0.1, 0.1], [0.1, 0.3, -2.6], [-0.2, -0.1, 0.1], [0.1, 0.1, 0.2], [0.2, -0.2, 0.2], [0.0, 0.2, 0.1], [0.1, -0.2, 0.0], [-0.5, 0.6, -1.2], [0.1, 0.2, 0.2], [0.0, 0.1, -0.2], [0.2, 0.2, 0.1], [0.1, 0.2, -0.3], [0.9, -2.0, 0.5], [-0.3, -0.2, -0.1], [0.0, -0.2, -0.1], [-0.5, -0.9, 1.0], [-0.1, 0.0, -0.1], [-0.3, 0.2, -0.2]], "mulliken_charge": [-0.7070, -0.6891, -0.7001, -0.7729, -0.6840, -0.6832, -0.3377, -0.3871, -0.4340, 0.1184, -0.5342, -0.5921, 0.1223, -0.5397, -0.5269, 0.1641, -0.4136, 0.2477, 0.8152, 0.5010, 0.3616, -0.4365, 0.1092, 0.2209, 0.7084, -0.5038, -0.6037, -0.5481, -0.2064, -0.8826, 0.5122, -0.4284, -0.5301, 0.4393, -0.5128, 0.5993, -0.8536, -0.4449, 0.1850, 0.6457, 0.4480, 0.3818, 0.1708, 0.6140, 0.4496, 0.4373, 0.4177, 0.3760, 0.1761, 0.4159, 0.3796, 0.4281, 0.4371, 0.1594, 0.4529, 0.3803, 0.2888, 0.3799, 0.4091], "homo_energy_ev": -4.5481, "charge": -1, "total_energy_ha": -1716.75978}

| no. | Kohn-Sham gap (eV) | M (g mol⁻¹) | E_LUMO (eV) |
| --- | --- | --- | --- |
| 1 | 6.496 | 949.6 | 2.189 |
| 2 | 5.541 | 505.5 | 0.993 |